Record 1
Density functional theory data (ωB97M-V with the def2-TZVPD basis set) for a single C9H14Cl2N4O2 molecule.

Cartesian coordinates (Å):
Cl  0.30493  -4.97685  -1.13320
Cl  -0.82596  -5.04489  2.12124
O  0.02284  2.14346  0.26349
O  0.83652  1.18941  -2.12673
N  1.23490  -2.09531  -1.06668
N  -0.74468  -0.26767  -1.38081
N  1.53615  -0.90362  -1.53036
N  -1.04075  -1.46261  -0.92571
C  0.09564  -3.74840  1.29489
C  -0.39002  -3.66378  -0.15726
C  0.53857  -0.03077  -1.63792
C  -1.13230  2.75392  -0.31902
C  1.82072  1.92218  -1.40321
C  -1.86629  3.59416  0.71522
C  1.25318  2.66087  -0.16743
C  -0.08132  -2.44281  2.06216
C  -0.03874  -2.32453  -0.76352
H  -1.75710  3.15541  1.70440
H  0.75095  -1.76367  1.88414
H  2.65975  1.29366  -1.11048
H  1.17832  3.73332  -0.36079
H  -2.93226  3.61687  0.48800
H  -1.46750  -3.78996  -0.16362
H  -1.01806  -1.94942  1.80263
H  2.21329  2.65392  -2.10597
H  1.14245  -4.03866  1.30555
H  -0.11525  -2.64427  3.12966
H  -0.84480  3.34142  -1.18987
H  -1.77761  1.93892  -0.63915
H  1.95389  2.52726  0.65698
H  -1.50948  4.62242  0.75335

Atoms 1-2, force components in eV/Å:
-0.058 -0.126 -0.044
0.073 -0.128 -0.054

Output
* Kohn-Sham gap: 8.677 eV
* F_max: 0.73 eV/A
* SMILES string: CCOCCOc1nnc([C@@H](Cl)[C@@H](C)Cl)nn1
* highest occupied orbital energy: -9.707 eV

Here are the natural (NBO) charges for atoms 1 to 5, given in e: number 1, Cl, carries -0.0142; number 2, Cl, carries -0.0553; number 3, O, carries -0.5454; number 4, O, carries -0.4820; number 5, N, carries -0.1648


Record 2
Density functional theory data (ωB97M-V with the def2-TZVPD basis set) for a single C7H8N2OS molecule.

Cartesian coordinates (Å):
S  2.28942  -0.27835  0.28136
O  -1.27680  -2.21001  0.07894
N  2.71314  -0.34646  -1.20282
N  -2.36604  1.31363  -0.51975
C  1.80030  1.48796  0.37385
C  -0.36981  0.59384  0.07215
C  0.33294  1.69833  0.16723
C  -2.13582  -1.07202  0.24410
C  0.07180  -2.07643  0.37288
C  -1.72338  0.26917  -0.14744
C  0.64104  -0.91254  0.36180
H  2.10743  2.02058  1.24806
H  3.61915  -0.76081  -1.39931
H  -3.33247  1.10803  -0.92207
H  2.37542  1.95377  -0.53834
H  -0.15905  2.65513  0.05957
H  -2.91506  -1.40191  -0.37300
H  -2.29882  -0.95704  1.40876
H  0.62661  -3.08486  0.43405

Atoms 1-2, force components in eV/Å:
0.587 -0.062 0.691
1.298 0.072 0.432

Output
* Kohn-Sham gap: 8.766 eV
* F_max: 6.25 eV/A
* highest occupied orbital energy: -8.583 eV

Here are the natural (NBO) charges for atoms 1 to 5, given in e: number 1, S, carries 1.1021; number 2, O, carries -0.4902; number 3, N, carries -1.1943; number 4, N, carries -0.5865; number 5, C, carries -0.6171


Record 3
Density functional theory data (ωB97M-V with the def2-TZVPD basis set) for 2 unconnected molecules or ions with the total composition C3H8NO2.

Cartesian coordinates (Å):
O  -0.94603  -1.24728  -0.03184
O  1.59207  -0.77690  -0.80089
N  2.75150  -0.64517  -0.26183
C  3.03243  -0.13204  0.87500
C  -1.76354  -0.12865  0.23731
C  -1.81449  0.83549  -0.91693
H  -1.39246  0.51506  1.15012
H  -2.26579  1.80468  -0.56539
H  -2.13012  0.49366  -1.86556
H  -2.66283  -0.61880  0.34881
H  4.02207  -0.37247  1.29169
H  0.07503  -1.02663  0.03997
H  -0.76395  0.99561  -1.05634
H  2.26611  0.30344  1.55587

Atoms 1-2, force components in eV/Å:
1.970 0.406 0.648
-0.991 0.813 0.760

Output
* Kohn-Sham gap: 6.630 eV
* F_max: 2.80 eV/A
* charge: -1
* highest occupied orbital energy: -2.512 eV

Here are the natural (NBO) charges for atoms 1 to 5, given in e: number 1, O, carries -0.7904; number 2, O, carries -0.6774; number 3, N, carries -0.1009; number 4, C, carries -0.3816; number 5, C, carries -0.0449


Record 4
Density functional theory data (ωB97M-V with the def2-TZVPD basis set) for a molecular structure, C5H6O.

Cartesian coordinates (Å):
O  1.53007  0.02971  -0.54679
C  0.22720  -0.00321  1.66165
C  0.28211  -0.05124  0.23588
C  -0.68910  -1.02390  -0.59818
C  -0.64912  -0.21366  -1.64644
C  0.38046  0.65496  -0.96494
H  0.87144  -0.81423  2.19808
H  0.62182  2.82109  -1.08799
H  0.41428  1.01072  2.07643
H  -1.13143  -0.09716  -2.66508
H  -0.79870  -0.28369  1.78942
H  -1.05902  -2.02939  -0.45205

Atoms 1-2, force components in eV/Å:
0.257 -0.363 -0.370
0.942 0.041 2.369

Output
* Kohn-Sham gap (alpha / beta): 9.561 / 8.896 eV
* F_max: 4.38 eV/A
* highest occupied orbital energy (alpha / beta): -9.729 / -9.045 eV

Here are the natural (NBO) charges for atoms 1 to 5, given in e: number 1, O, carries -0.4894; number 2, C, carries -0.6378; number 3, C, carries 0.1316; number 4, C, carries -0.2024; number 5, C, carries -0.2419


Record 5
Density functional theory data (ωB97M-V with the def2-TZVPD basis set) for 2 unconnected molecules or ions with the total composition C3H7N3.

Cartesian coordinates (Å):
N  0.68568  1.34088  -0.02370
N  -1.94537  0.56038  3.09188
N  0.30385  -0.62774  -1.73300
C  0.22119  0.26337  0.60177
C  -0.08680  -0.90574  -0.34746
C  -1.43913  0.49193  2.03688
H  0.98034  2.16485  0.47347
H  -0.44565  -0.83970  -2.38114
H  0.40793  -1.80278  0.04356
H  1.10784  -1.17678  -2.02125
H  0.66561  1.33524  -1.04208
H  0.54796  0.07176  1.59830
H  -1.15906  -1.07117  -0.28265

Atoms 1-2, force components in eV/Å:
-0.325 -0.053 0.266
0.717 -0.111 -1.416

Output
* Kohn-Sham gap: 9.725 eV
* F_max: 1.59 eV/A
* highest occupied orbital energy: -9.345 eV

Here are the natural (NBO) charges for atoms 1 to 5, given in e: number 1, N, carries -0.7518; number 2, N, carries -0.5255; number 3, N, carries -0.8606; number 4, C, carries 0.2151; number 5, C, carries -0.2992


Record 6
Density functional theory data (ωB97M-V with the def2-TZVPD basis set) for a single C4H9NOS molecule.

Cartesian coordinates (Å):
S  1.39772  -0.97421  -0.42120
O  -2.27490  0.38386  0.29946
N  -1.47500  -0.53185  -1.45307
C  -1.28319  -0.31969  -0.20889
C  -0.11489  -0.83462  0.59791
C  1.76608  0.64722  -1.20884
C  0.07898  0.07210  1.76962
H  0.15874  1.14745  1.48433
H  -2.80250  0.52829  -0.49656
H  -0.78406  -1.07303  -1.94313
H  1.00367  -0.16300  2.26896
H  2.76534  0.66060  -1.68402
H  -0.79861  -0.04249  2.42505
H  1.00318  0.88597  -1.96275
H  1.70864  1.44244  -0.48135
H  -0.34920  -1.82904  1.01450

Atoms 1-2, force components in eV/Å:
0.656 -0.633 -0.345
-0.165 0.820 2.322

Output
* Kohn-Sham gap: 9.699 eV
* F_max: 3.57 eV/A
* SMILES string: [H]/N=C(/O)[C@H](C)SC
* highest occupied orbital energy: -8.931 eV

Here are the natural (NBO) charges for atoms 1 to 5, given in e: number 1, S, carries 0.1849; number 2, O, carries -0.6694; number 3, N, carries -0.7624; number 4, C, carries 0.5562; number 5, C, carries -0.4157


Record 7
Density functional theory data (ωB97M-V with the def2-TZVPD basis set) for a single C4H9NO2 molecule.

Cartesian coordinates (Å):
O  0.86091  -1.03809  -1.27879
O  1.15265  -0.63116  1.03521
N  1.95122  0.82609  -0.62188
C  -0.46378  0.48430  0.20976
C  -1.75102  0.13159  -0.52170
C  0.90885  -0.08493  -0.27149
C  -0.15796  -0.28790  1.49634
H  -0.77206  -1.18701  1.63313
H  -0.37618  1.56726  0.33292
H  -0.14213  0.27897  2.43311
H  -2.61616  0.45579  0.06861
H  0.02437  -1.51773  -1.20982
H  -1.86933  -0.95221  -0.65993
H  2.53163  0.95151  0.19280
H  2.53534  0.39429  -1.33432
H  -1.81635  0.60922  -1.50396

Atoms 1-2, force components in eV/Å:
-0.300 -0.153 0.025
0.064 -0.248 0.076

Output
* Kohn-Sham gap: 10.565 eV
* F_max: 0.45 eV/A
* SMILES string: C[C@H]1CO[C@@]1(N)O
* highest occupied orbital energy: -9.694 eV

Here are the natural (NBO) charges for atoms 1 to 5, given in e: number 1, O, carries -0.7052; number 2, O, carries -0.5435; number 3, N, carries -0.8489; number 4, C, carries -0.2965; number 5, C, carries -0.6161


Record 8
Density functional theory data (ωB97M-V with the def2-TZVPD basis set) for a molecular structure, C6H10.

Cartesian coordinates (Å):
C  -0.67417  -0.15620  -1.18493
C  1.64876  -0.12627  0.23897
C  0.94641  -1.33807  0.71737
C  -0.58386  1.40882  0.27233
C  0.38706  0.39038  -0.26659
C  -1.57298  0.23459  0.02974
H  -1.33770  -0.49352  0.80769
H  -0.40046  1.85495  1.25110
H  -0.81443  2.22592  -0.44358
H  1.90068  0.48607  1.11443
H  -2.63564  0.41321  -0.09187
H  -0.90887  0.48482  -2.05177
H  0.69893  -2.10966  -0.01455
H  -0.56438  -1.18828  -1.51322
H  1.45301  -1.79394  1.58213
H  2.45764  -0.29281  -0.44724

Atoms 1-2, force components in eV/Å:
-0.030 -0.331 0.119
0.985 0.161 -0.528

Output
* Kohn-Sham gap (alpha / beta): 7.869 / 7.720 eV
* F_max: 1.31 eV/A
* highest occupied orbital energy (alpha / beta): -7.226 / -7.108 eV

Here are the natural (NBO) charges for atoms 1 to 5, given in e: number 1, C, carries -0.4585; number 2, C, carries -0.4888; number 3, C, carries -0.5383; number 4, C, carries -0.4634; number 5, C, carries 0.2537


Record 9
Density functional theory data (ωB97M-V with the def2-TZVPD basis set) for a single H3N3O2 molecule.

Cartesian coordinates (Å):
O  1.62994  0.27351  -1.57555
O  2.18385  1.91164  -0.25933
N  0.50350  0.71062  0.23548
N  1.49443  1.01496  -0.64092
N  -0.37056  -0.39486  -0.03164
H  0.18127  1.17293  1.02567
H  -1.26274  0.09869  -0.19333
H  -0.00444  -0.94959  -0.71184

Atoms 1-2, force components in eV/Å:
0.172 -0.278 -1.099
1.439 1.664 -0.399

Output
* Kohn-Sham gap: 10.675 eV
* F_max: 5.15 eV/A
* SMILES string: NN[N+](=O)[O-]
* highest occupied orbital energy: -9.746 eV

Here are the natural (NBO) charges for atoms 1 to 5, given in e: number 1, O, carries -0.4194; number 2, O, carries -0.4045; number 3, N, carries -0.3185; number 4, N, carries 0.6424; number 5, N, carries -0.6501


Record 10
Density functional theory data (ωB97M-V with the def2-TZVPD basis set) for 2 unconnected molecules or ions with the total composition C3H10NO3.

Cartesian coordinates (Å):
O  -2.35333  -1.23451  -0.51369
O  -1.31331  0.99704  1.38555
O  -0.61840  -1.97483  0.69301
N  0.91179  0.03330  0.00249
C  -1.18554  -1.23963  -0.27932
C  1.77826  1.13916  -0.54556
C  -0.13600  -0.41083  -0.96804
H  -1.29856  -2.54117  1.09562
H  -2.07860  0.40171  1.33137
H  0.35627  -1.09325  -1.66896
H  1.23393  1.67696  -1.32453
H  0.51756  0.36170  0.88494
H  2.55128  0.67218  -1.15673
H  2.15017  1.80233  0.21231
H  -0.45982  0.50175  -1.45364
H  1.59694  -0.68323  0.22691
H  -1.65265  1.59132  2.07828

Atoms 1-2, force components in eV/Å:
-0.019 0.084 -0.329
-0.863 0.068 0.684

Output
* Kohn-Sham gap: 11.959 eV
* F_max: 1.92 eV/A
* charge: +1
* highest occupied orbital energy: -15.227 eV

Here are the natural (NBO) charges for atoms 1 to 5, given in e: number 1, O, carries -0.5211; number 2, O, carries -0.9829; number 3, O, carries -0.6954; number 4, N, carries -0.5004; number 5, C, carries 0.7669


Record 11
Density functional theory data (ωB97M-V with the def2-TZVPD basis set) for a single C2H5N3O molecule.

Cartesian coordinates (Å):
O  0.81809  1.06864  -0.68849
N  0.22337  0.13586  1.19584
N  -1.66285  -0.03154  -0.47180
N  0.62476  -1.04698  -0.53267
C  1.34546  0.10048  0.14135
C  -0.35887  -0.05497  -0.11561
H  0.10484  1.09321  1.53536
H  0.53400  -1.85042  0.09677
H  2.39969  0.07488  0.40806
H  -1.82679  -0.23681  -1.44771
H  -2.20171  0.74763  -0.12111

Atoms 1-2, force components in eV/Å:
-0.432 -0.416 0.270
0.145 -0.009 -0.148

Output
* Kohn-Sham gap: 10.159 eV
* F_max: 0.66 eV/A
* highest occupied orbital energy: -9.234 eV

Here are the natural (NBO) charges for atoms 1 to 5, given in e: number 1, O, carries -0.6098; number 2, N, carries -0.6468; number 3, N, carries -0.7964; number 4, N, carries -0.6187; number 5, C, carries 0.3364